(1)
{"formula": "C15H27N6O2S", "method": "ωB97M-V/def2-TZVPD", "spin_multiplicity": 1, "energy_ha": -1464.693483, "charge": 1, "e_above_lowest_kj_mol": 0.0, "homo_lumo_gap_ev": 9.6860, "species": ["O", "C", "O", "C", "C", "C", "C", "N", "N", "C", "N", "C", "N", "S", "H", "H", "H", "H", "H", "H", "H", "H", "H", "H", "H", "H", "H", "C", "C", "C", "C", "N", "H", "H", "H", "H", "H", "H", "H", "C", "C", "C", "C", "N", "H", "H", "H", "H", "H", "H", "H"], "positions_angstrom": [[-0.3139, 3.2915, -0.1307], [-0.9625, 2.6274, 0.6030], [-1.6181, 1.5404, 0.1886], [-2.3282, 0.7754, 1.1754], [-3.7056, 0.3638, 0.6303], [-3.7788, 0.3322, -0.8958], [-3.5420, -1.0517, -1.5164], [-2.3039, -1.1022, -2.2894], [-2.1447, -0.3927, -3.4490], [-0.8932, -0.5921, -3.8569], [-0.2344, -1.3856, -3.0387], [-1.1155, -1.7025, -2.0731], [-0.8521, -2.4835, -1.0181], [0.6905, -3.1764, -0.7372], [-1.0409, 2.8712, 1.6665], [-1.7258, -0.0935, 1.4283], [-2.4518, 1.3525, 2.0870], [-3.9289, -0.6177, 1.0421], [-4.4693, 1.0252, 1.0239], [-4.7577, 0.6809, -1.2121], [-3.0632, 1.0278, -1.3163], [-3.4643, -1.8180, -0.7545], [-4.3532, -1.3349, -2.1795], [-2.8773, 0.1781, -3.8387], [-0.4881, -0.1425, -4.7464], [-1.5871, -2.6460, -0.3524], [1.3713, -2.0250, -0.6392], [0.6587, 1.4126, 3.7501], [0.2682, 1.9313, 5.1266], [-0.3812, 0.8258, 5.9677], [-1.5639, 0.3190, 5.2719], [-2.4470, -0.0812, 4.6558], [-0.2254, 1.0529, 3.2189], [1.1151, 2.1983, 3.1472], [1.3697, 0.5882, 3.8171], [-0.4399, 2.7553, 5.0221], [1.1395, 2.3252, 5.6493], [-0.6785, 1.1940, 6.9493], [0.3094, -0.0053, 6.1160], [5.9717, -0.2943, -3.0515], [4.8938, -1.3035, -3.4275], [3.5221, -0.9617, -2.8303], [3.5629, -0.9392, -1.3692], [3.6002, -0.9479, -0.2207], [6.1330, -0.2681, -1.9733], [6.9192, -0.5551, -3.5201], [5.7015, 0.7113, -3.3784], [5.1887, -2.3007, -3.0976], [4.7894, -1.3457, -4.5125], [2.7703, -1.6920, -3.1340], [3.1905, 0.0205, -3.1727]], "atomic_forces_ev_per_a": [[0.372, 0.326, -0.734], [0.302, 0.374, 0.405], [-0.254, -0.421, 0.199], [-0.164, -0.081, -0.093], [0.388, 0.087, 0.086], [-0.429, -0.217, -0.066], [0.105, 0.372, -0.033], [0.229, -0.217, -0.178], [0.194, -0.075, 0.034], [-0.035, -0.108, 0.305], [0.073, 0.039, -0.126], [-0.202, 0.077, 0.050], [-0.008, 0.212, -0.299], [-0.042, -0.181, -0.090], [-0.323, -0.234, 0.282], [0.138, -0.109, -0.054], [0.028, 0.058, 0.128], [-0.170, -0.106, 0.075], [-0.043, 0.209, -0.036], [-0.154, -0.032, 0.009], [0.080, 0.184, -0.037], [-0.010, -0.186, 0.060], [-0.077, -0.143, -0.104], [-0.084, 0.024, 0.037], [-0.027, 0.053, -0.097], [0.100, -0.005, 0.219], [0.021, 0.095, 0.242], [0.069, 0.156, -0.117], [0.000, -0.031, -0.138], [-0.050, 0.190, 0.042], [-0.054, -0.254, -0.010], [-0.007, 0.103, -0.045], [0.053, -0.052, -0.007], [0.037, -0.009, 0.018], [0.009, -0.010, 0.010], [0.007, 0.035, 0.044], [-0.007, -0.072, 0.063], [-0.008, -0.021, 0.018], [-0.003, -0.025, 0.012], [-0.026, -0.030, -0.002], [0.120, 0.059, 0.000], [0.159, -0.017, -0.106], [-0.029, -0.004, 0.039], [-0.127, -0.027, -0.011], [-0.020, 0.009, 0.013], [0.008, 0.006, -0.010], [0.000, 0.010, -0.002], [-0.031, -0.024, -0.003], [-0.059, -0.017, -0.001], [-0.044, 0.012, 0.009], [-0.007, 0.019, 0.000]]}

(2)
{"formula": "C15H27N7O5P", "method": "ωB97M-V/def2-TZVPD", "spin_multiplicity": 1, "energy_ha": -1688.461342, "charge": -1, "homo_lumo_gap_ev": 1.5800, "species": ["C", "C", "O", "C", "N", "C", "N", "N", "C", "C", "C", "C", "N", "C", "N", "N", "P", "N", "H", "H", "H", "H", "H", "H", "H", "H", "H", "H", "H", "H", "H", "H", "H", "H", "H", "H", "H", "H", "H", "H", "H", "H", "H", "C", "C", "C", "O", "C", "C", "C", "O", "O", "O", "H", "H"], "positions_angstrom": [[4.4714, -4.0022, 0.4922], [2.9541, -3.9443, 0.9072], [2.0464, -4.0394, -0.1948], [2.5451, -2.7234, 1.7934], [3.3045, -1.4848, 1.5353], [3.0143, -0.5869, 0.6418], [3.8458, 0.5922, 0.5207], [1.8975, -0.7814, -0.2057], [1.2611, 0.5119, -0.6080], [0.8139, 1.4063, 0.5900], [0.0863, 0.6308, 1.7413], [-1.4668, 0.7096, 1.5070], [-1.8270, 0.1990, 0.1898], [-2.3062, -1.1371, 0.2195], [-3.0852, -1.6383, 1.1073], [-1.8766, -1.9624, -0.9039], [2.6143, -1.4417, -1.6987], [4.1789, -1.7578, -1.5076], [4.4957, -4.1152, -0.6173], [4.9055, -4.9536, 0.8922], [5.0848, -3.1451, 0.8311], [2.7625, -4.8569, 1.5315], [2.1644, -4.8871, -0.6338], [1.4558, -2.5050, 1.7140], [2.7490, -3.0070, 2.8546], [4.1244, -1.3176, 2.1101], [3.4873, 1.2127, 1.2619], [4.7899, 0.3558, 0.8444], [1.9347, 1.1182, -1.2592], [0.3451, 0.2766, -1.2022], [1.6564, 2.0569, 0.9487], [0.0630, 2.1287, 0.1695], [0.2677, 1.2099, 2.6845], [0.3701, -0.4425, 1.8394], [-1.8003, 1.7769, 1.5454], [-1.9612, 0.2008, 2.3647], [-2.4543, 0.8477, -0.3181], [-3.3004, -2.6120, 0.8917], [-2.5165, -2.7419, -1.0336], [-2.0079, -1.3649, -1.7248], [1.8377, -2.5781, -2.0340], [2.5089, -0.4555, -2.7271], [4.7215, -1.2185, -2.1799], [-3.6080, 4.8258, -1.3937], [-3.5211, 3.4869, -1.1588], [-4.8725, 2.7794, -1.0233], [-4.9744, 1.5524, -0.8811], [-6.0825, 3.5888, -1.0568], [-6.1802, 4.9410, -1.2798], [-4.8267, 5.6318, -1.5213], [-4.7127, 6.8207, -1.8100], [-7.2227, 5.6440, -1.3097], [-2.4715, 2.7764, -1.0475], [-2.6944, 5.4031, -1.5134], [-6.9890, 3.0162, -0.8849]], "atomic_forces_ev_per_a": [[-0.443, -1.097, -0.160], [0.191, -0.801, 0.626], [0.331, 0.626, 0.224], [-0.193, -0.778, 0.289], [-0.345, -0.163, -0.207], [0.112, 0.619, -0.676], [-0.869, -1.092, 1.357], [1.824, 0.307, -0.433], [-1.075, 1.621, -0.102], [-0.296, -0.146, -0.233], [-0.724, 1.168, -0.105], [0.126, 0.770, 0.625], [-0.017, -1.424, 0.636], [-1.068, -1.180, -0.494], [1.013, 0.633, 0.090], [-0.394, 1.522, -0.075], [2.081, -0.537, -0.385], [-1.531, 0.115, -0.094], [0.219, 0.574, 0.901], [-0.239, 0.864, -0.081], [-0.396, -0.502, -0.463], [0.087, 0.863, -0.202], [0.098, -0.033, 0.050], [0.811, -0.155, -0.194], [-0.058, 0.389, -0.825], [-0.196, -0.027, -0.185], [-0.021, 0.350, -0.679], [-0.216, -0.090, -0.338], [-0.273, -0.467, 0.432], [0.684, -0.113, 0.597], [-0.554, -0.697, -0.175], [0.611, -0.565, 0.184], [0.055, -0.851, -0.507], [0.078, 0.740, 0.013], [0.434, -0.754, -0.101], [0.063, 0.100, -0.763], [-0.036, 0.345, -0.202], [0.086, 0.166, 0.041], [0.065, 0.132, 0.200], [0.397, -0.193, -0.001], [-0.161, 0.779, 0.281], [-0.769, -0.355, 0.584], [-0.089, -0.013, 0.244], [0.026, 1.054, -0.157], [-0.434, -0.742, 0.137], [-2.002, 0.892, -0.058], [0.917, -0.484, 0.093], [0.625, -1.715, 0.274], [-0.397, 1.422, -0.208], [1.455, -0.423, -0.013], [-0.561, 0.131, 0.041], [0.437, -0.446, 0.039], [0.546, -0.350, 0.241], [0.057, -0.050, -0.031], [-0.073, 0.061, -0.055]]}